Formula: C5H10NO
Source: the OMol25 dataset
Level of theory: ωB97M-V/def2-TZVPD

XYZ file:
```
17
Properties=species:S:1:pos:R:3:forces:R:3:lowdin_charge:R:1
C -0.871 -0.646 -0.724 1.19 -1.02 -2.37 -0.407
C -1.007 -0.766 -2.041 -0.97 0.71 0.00 0.125
C -1.652 -0.867 0.455 3.33 0.98 -0.30 0.184
C 0.245 -0.056 0.048 -4.52 -2.39 -0.22 -0.216
C 0.269 1.364 0.268 2.59 2.27 -0.54 -0.213
N 1.402 -0.811 0.531 -0.07 -0.40 0.12 0.250
O 1.080 1.567 1.419 0.91 0.96 0.54 -0.067
H -0.218 -0.287 -2.622 -0.22 -0.53 -0.29 0.082
H -1.967 -1.084 -2.533 1.30 0.13 0.58 0.107
H -2.169 0.022 0.657 -1.20 0.67 1.18 0.083
H -1.562 -1.727 1.076 -0.36 -0.45 0.34 0.087
H -0.638 1.886 0.468 -1.18 -0.22 -0.53 0.133
H 0.766 1.818 -0.661 -0.53 -0.09 1.05 0.165
H 1.440 -0.456 1.478 1.03 0.19 0.71 0.150
H 2.314 -0.642 0.036 -0.96 -0.08 0.39 0.209
H 1.214 -1.821 0.606 0.09 0.37 -0.42 0.192
H 1.355 2.507 1.537 -0.44 -1.10 -0.25 0.137
```
Positions in Å, forces in eV/Å.

The value obtained for the gap between HOMO and LUMO is 9.0 eV. The value obtained for the relative energy (zero: lowest compared OMol25 entry of this formula, charge and spin) is 452.3 kJ/mol. The calculation puts the strongest force on any atom at 5.12 eV/A. Its electronic energy is -8873.8930 eV. As for the total charge: +1. As for the HOMO energy: -12.88 eV.

Formula: C40H47BN7O5V
Source: the OMol25 dataset
Level of theory: ωB97M-V/def2-TZVPD

XYZ file:
```
101
Properties=species:S:1:pos:R:3:forces:R:3:lowdin_charge:R:1
V 0.989 -0.399 -0.729 0.98 -1.14 0.17 1.217
C 4.699 -1.777 2.747 -0.03 0.09 -0.08 -0.048
C 3.299 -1.812 2.128 -0.09 -0.14 0.02 -0.356
C 2.480 -2.999 2.647 -0.04 0.19 -0.01 -0.046
C 3.407 -1.876 0.635 0.19 -0.23 -0.12 -0.205
C 4.219 -2.766 -0.085 -0.07 0.09 -0.06 0.031
C 4.074 -2.426 -1.412 -0.09 -0.14 0.26 0.001
N 3.227 -1.388 -1.494 0.34 -0.19 -0.25 -0.009
N 2.808 -1.062 -0.248 0.39 0.13 0.51 -0.009
B 3.179 -0.307 -2.598 -0.09 0.35 -0.05 -0.500
N 1.859 -0.385 -3.367 0.33 -0.09 -0.43 -0.013
C 1.710 -0.295 -4.692 -0.20 -0.04 0.04 -0.018
C 0.382 -0.072 -4.957 0.00 0.02 0.12 0.018
C -0.264 -0.036 -3.715 0.03 -0.01 -0.48 -0.199
N 0.660 -0.218 -2.748 -0.25 -0.09 0.01 0.040
C -1.753 0.183 -3.649 -0.13 -0.18 0.27 -0.338
C -2.335 0.314 -2.252 0.10 0.07 -0.10 -0.070
C -2.484 -0.931 -4.415 0.07 0.06 -0.01 -0.041
N 3.152 1.055 -1.879 0.32 0.09 -0.15 -0.019
C 3.964 2.104 -2.046 -0.09 0.06 0.17 -0.023
C 3.459 3.155 -1.317 -0.01 -0.05 0.00 0.012
C 2.293 2.674 -0.705 0.22 0.25 -0.14 -0.214
N 2.120 1.388 -1.057 -0.17 -0.05 0.12 0.049
C 1.433 3.546 0.170 -0.10 -0.28 0.23 -0.341
C -0.001 3.064 0.361 0.17 0.08 -0.16 -0.049
C 2.107 3.750 1.534 0.00 0.05 -0.11 -0.043
H 4.616 -1.627 3.823 0.02 -0.06 0.01 0.087
H 5.282 -0.952 2.335 0.03 -0.02 0.03 0.089
H 5.247 -2.703 2.569 -0.01 -0.02 0.02 0.081
H 2.785 -0.896 2.397 0.02 0.05 0.00 0.115
H 2.954 -3.947 2.386 0.00 -0.01 0.00 0.086
H 1.477 -2.976 2.219 0.00 -0.09 0.02 0.066
H 2.395 -2.951 3.733 0.02 -0.01 0.00 0.090
H 4.837 -3.549 0.317 0.02 0.02 0.02 0.125
H 4.535 -2.850 -2.289 0.03 0.15 -0.06 0.144
H 4.107 -0.394 -3.334 0.02 -0.04 -0.09 0.134
H 2.555 -0.404 -5.350 0.04 0.04 0.05 0.137
H -0.086 0.062 -5.916 0.02 -0.04 -0.01 0.121
H -1.932 1.120 -4.184 0.05 0.03 0.01 0.148
H -2.128 -0.589 -1.680 -0.05 0.03 0.07 0.073
H -3.414 0.433 -2.326 -0.05 0.05 0.03 0.087
H -1.922 1.194 -1.755 -0.03 -0.04 0.09 0.063
H -2.303 -1.891 -3.940 -0.02 -0.03 -0.01 0.070
H -2.161 -0.987 -5.454 -0.01 -0.03 0.00 0.078
H -3.557 -0.736 -4.406 0.01 0.02 -0.01 0.088
H 4.839 2.038 -2.670 -0.03 -0.07 -0.04 0.136
H 3.864 4.149 -1.238 -0.03 0.01 0.00 0.120
H 1.407 4.516 -0.332 0.00 -0.02 -0.06 0.145
H -0.022 2.256 1.090 -0.09 0.04 0.03 0.061
H -0.434 2.718 -0.579 -0.06 -0.01 0.03 0.079
H -0.621 3.876 0.738 -0.02 -0.02 0.05 0.091
H 2.187 2.802 2.070 -0.02 -0.01 0.01 0.086
H 1.514 4.442 2.133 0.02 -0.02 0.05 0.085
H 3.108 4.166 1.422 0.01 -0.01 0.03 0.081
O -1.062 -5.079 -3.209 -0.08 -0.08 -0.09 0.094
C -0.205 -5.435 -2.250 0.15 0.06 0.17 -0.252
C 0.121 -6.789 -2.130 -0.07 -0.03 -0.06 0.002
C 0.987 -7.213 -1.147 -0.02 0.06 -0.05 -0.060
C 1.570 -6.300 -0.265 0.06 0.00 0.09 -0.078
C 1.271 -4.962 -0.386 0.02 -0.02 0.00 -0.023
C 0.382 -4.507 -1.367 0.04 0.06 0.01 -0.061
C 0.039 -3.080 -1.470 -0.63 -0.23 -0.42 -0.452
O -0.805 -2.673 -2.272 0.30 0.05 0.26 0.061
O 0.653 -2.273 -0.628 0.09 0.67 -0.01 -0.113
H -1.210 -4.115 -3.123 0.01 0.04 0.01 0.075
H -0.340 -7.481 -2.821 0.02 -0.02 0.02 0.124
H 1.216 -8.267 -1.058 0.00 -0.01 -0.01 0.111
H 2.240 -6.643 0.511 0.02 0.00 -0.02 0.103
H 1.714 -4.236 0.281 -0.03 -0.04 -0.02 0.082
C -3.739 5.917 2.940 -0.02 -0.07 -0.04 -0.042
C -3.971 4.809 1.947 -0.11 0.03 0.01 -0.225
C -4.820 5.037 0.871 -0.03 -0.03 -0.05 -0.043
C -5.056 4.047 -0.069 0.07 0.03 -0.01 -0.071
C -4.432 2.824 0.063 -0.01 -0.12 0.10 -0.026
C -3.568 2.575 1.130 -0.25 0.28 0.01 -0.200
N -2.891 1.330 1.115 0.39 -0.13 -0.06 0.114
C -2.617 0.505 2.174 -0.03 -0.16 -0.03 -0.187
C -3.526 0.429 3.241 -0.04 0.06 0.01 -0.011
C -3.277 -0.365 4.334 0.06 0.06 -0.04 -0.039
C -2.104 -1.122 4.421 0.05 -0.09 0.09 -0.061
C -1.201 -1.072 3.392 0.04 -0.07 -0.01 -0.002
C -1.434 -0.280 2.252 -0.26 0.29 -0.22 -0.057
C -0.332 -0.210 1.311 0.02 -0.06 1.45 -0.465
O 0.842 -0.431 1.623 0.06 -0.05 -0.86 0.058
O -0.483 0.106 0.027 -1.74 0.80 -0.13 -0.126
C -3.326 3.571 2.091 0.15 -0.10 -0.14 -0.165
C -2.351 3.387 3.223 -0.03 -0.01 -0.07 -0.029
H -4.311 6.799 2.659 0.01 0.02 0.03 0.079
H -2.685 6.197 2.983 -0.02 0.04 0.03 0.080
H -4.044 5.619 3.945 0.04 0.02 0.02 0.091
H -5.295 6.003 0.760 -0.01 0.00 0.06 0.112
H -5.722 4.226 -0.903 0.00 0.01 0.01 0.108
H -4.621 2.036 -0.652 0.01 -0.08 -0.05 0.105
H -2.485 1.077 0.233 0.09 0.03 -0.11 0.093
H -4.445 0.995 3.169 0.04 0.04 0.01 0.131
H -4.001 -0.408 5.137 -0.03 0.00 -0.02 0.117
H -1.916 -1.740 5.287 0.00 -0.02 -0.02 0.111
H -0.287 -1.649 3.427 -0.01 0.01 0.05 0.114
H -2.862 3.124 4.153 0.03 -0.01 0.02 0.097
H -1.800 4.309 3.403 0.00 -0.02 0.03 0.075
H -1.626 2.605 3.015 0.03 -0.05 0.01 0.066
```
Positions in Å, forces in eV/Å.

Its expectation value of S² is 0.761. The value obtained for the gap between HOMO and LUMO (alpha / beta) is 5.2 / 5.8 eV. The calculation puts the strongest force on any atom at 1.92 eV/A. The spin multiplicity is 2. Its electronic energy is -89275.0739 eV. As for the total charge: +1. As for the HOMO energy (alpha / beta): -10.29 / -10.29 eV.

Formula: C5H8N2
Source: the OMol25 dataset
Level of theory: ωB97M-V/def2-TZVPD

XYZ file:
```
15
Properties=species:S:1:pos:R:3:forces:R:3:lowdin_charge:R:1
C -1.312 1.099 0.043 1.13 1.22 1.71 -0.045
C -0.714 -0.245 0.243 0.05 -0.32 -0.33 -0.404
C -0.172 -1.250 -0.798 -0.89 0.61 0.15 -0.222
N 1.021 -1.512 0.004 0.35 1.90 1.36 0.045
C 0.625 0.090 0.868 2.22 -4.65 -1.51 -0.178
C 1.540 0.954 0.159 0.58 0.44 -0.59 -0.240
N 2.328 1.503 -0.490 -0.82 -0.32 0.71 0.165
H -0.832 1.711 -0.722 -0.07 -0.32 -0.29 0.072
H -2.423 1.162 -0.052 0.94 0.32 0.72 0.089
H -0.554 1.444 1.031 -3.90 1.14 -1.76 0.149
H -1.269 -0.811 0.997 0.06 0.15 -0.09 0.146
H 0.011 -0.795 -1.782 0.01 -0.08 0.22 0.117
H -0.839 -2.112 -0.907 0.33 -0.03 -0.12 0.103
H 1.844 -1.268 -0.549 0.00 -0.19 0.23 0.064
H 0.747 0.031 1.954 0.02 0.13 -0.39 0.140
```
Positions in Å, forces in eV/Å.

The value obtained for the gap between HOMO and LUMO is 9.9 eV. The value obtained for the relative energy (zero: lowest compared OMol25 entry of this formula, charge and spin) is 404.6 kJ/mol. The calculation puts the strongest force on any atom at 5.37 eV/A. Its electronic energy is -8290.8028 eV. As for the HOMO energy: -9.53 eV.

Formula: C2H4NO
Source: the OMol25 dataset
Level of theory: ωB97M-V/def2-TZVPD

XYZ file:
```
8
Properties=species:S:1:pos:R:3:forces:R:3:lowdin_charge:R:1
C -0.996 -0.640 -0.045 1.22 0.43 -1.68 -0.165
C -0.050 0.674 0.239 -0.66 -1.71 -0.78 -0.425
N 1.185 0.302 -0.382 1.50 -2.41 0.84 -0.167
O 1.973 -0.480 0.332 -2.30 2.63 -1.45 -0.264
H -0.363 -1.572 0.014 -0.49 0.93 0.28 -0.047
H -1.346 -0.655 -1.157 0.44 0.35 1.58 -0.047
H -0.517 1.532 -0.281 0.46 -0.34 0.26 0.068
H 0.115 0.838 1.281 -0.16 0.13 0.96 0.046
```
Positions in Å, forces in eV/Å.

The value obtained for the gap between HOMO and LUMO (alpha / beta) is 6.6 / 7.4 eV. The value obtained for the relative energy (zero: lowest compared OMol25 entry of this formula, charge and spin) is 362.0 kJ/mol. The calculation puts the strongest force on any atom at 3.79 eV/A. Its electronic energy is -5672.3815 eV. As for the total charge: -1. As for the HOMO energy (alpha / beta): -1.81 / -2.30 eV.

Formula: H19O9
Source: the OMol25 dataset
Level of theory: ωB97M-V/def2-TZVPD

XYZ file:
```
28
Properties=species:S:1:pos:R:3:forces:R:3:lowdin_charge:R:1
O -0.581 -3.753 1.595 -0.05 -0.01 0.06 -0.036
H -0.312 -3.808 2.518 0.07 0.02 -0.02 0.072
H -0.254 -2.452 0.319 -0.27 -0.06 -0.04 0.060
O 1.155 0.666 1.470 -0.04 0.12 -0.20 -0.024
H 1.903 0.080 1.306 0.15 0.09 0.27 0.024
O 0.616 1.223 -3.365 0.02 0.25 0.33 -0.045
H 2.987 0.530 -0.247 0.03 0.28 -0.16 0.019
H 1.089 1.531 -4.143 -0.05 -0.09 -0.09 0.050
O 3.740 0.529 0.352 -0.02 -0.26 -0.09 -0.050
H -0.804 -4.656 1.343 0.06 -0.01 0.01 0.071
H 0.376 0.114 1.439 -0.15 -0.28 0.11 0.005
O -1.942 -0.081 0.518 -0.27 0.25 0.43 0.150
H -4.416 -1.184 1.409 -0.22 -0.51 0.18 0.071
H -2.682 -0.002 1.180 -0.42 -0.40 -0.58 0.097
O -4.231 -0.363 1.864 0.77 0.90 -0.25 0.001
H -3.771 -0.542 2.687 -0.40 -0.46 0.43 0.074
H -1.597 -0.962 0.030 0.74 0.44 0.58 0.088
O 2.489 2.843 -0.887 0.03 -0.16 -0.20 -0.041
H 0.112 0.453 -3.627 -0.01 -0.13 -0.27 0.037
H 3.449 2.906 -0.895 0.01 -0.07 0.08 0.044
O -0.495 1.888 -0.726 -1.37 -0.58 1.24 -0.028
H 4.467 0.851 -0.188 0.17 -0.15 0.09 0.047
H 2.210 3.748 -0.767 -0.23 0.38 0.07 0.051
O -0.613 -1.907 -0.415 -0.59 -0.04 -0.12 0.016
H -0.667 2.277 -1.575 0.31 0.10 -0.64 0.047
H -1.500 0.768 0.292 0.49 0.47 -0.88 0.095
H 0.441 1.820 -0.566 0.90 0.15 -0.13 0.006
H -1.167 -2.516 -0.920 0.31 -0.23 -0.22 0.100
```
Positions in Å, forces in eV/Å.

The value obtained for the gap between HOMO and LUMO is 10.6 eV. The value obtained for the relative energy (zero: lowest compared OMol25 entry of this formula, charge and spin) is 184.4 kJ/mol. The calculation puts the strongest force on any atom at 1.93 eV/A. Its electronic energy is -18729.7734 eV. As for the total charge: +1. As for the HOMO energy: -13.81 eV.

What is the formula in the first record? C5H10NO